P | ORCA calculation (ωB97M-V/def2-TZVPD) on C3H3ClN2O in the gas phase.

The geometry in ORCA input format:
```
! RIJCOSX wB97M-V def2-TZVPD def2/J DEFGRID3
* xyz 0 1
Cl 3.0807 -2.6094 -0.3192
O 3.3363 0.1375 -0.5740
N -0.0692 -1.2082 0.5015
N 1.8716 -1.6218 -0.6748
C 2.1697 -0.2202 -0.4178
C -0.1191 0.0125 0.0594
C 1.0950 0.6936 -0.2201
H -1.1494 0.5401 -0.1193
H -0.8097 -1.9172 0.4960
H 1.3502 1.7403 -0.3791
*
```

For the HOMO energy (spin up / spin down), the calculation gives -8.723 / -8.717 eV. As for the HOMO-LUMO gap (spin up / spin down): 6.2 / 6.2 eV.

Atom charges from the natural (NBO) analysis, given in e for atoms 1 to 8:
1. Cl 0.332
2. O -0.624
3. N -0.507
4. N -0.318
5. C 0.499
6. C 0.049
7. C -0.286
8. H 0.212

---

Q | ORCA calculation (ωB97M-V/def2-TZVPD) on C3H3ClN2O in the gas phase.

The geometry in ORCA input format:
```
! RIJCOSX wB97M-V def2-TZVPD def2/J DEFGRID3
* xyz 0 1
Cl -4.2196 0.7233 0.0517
O -2.8834 -1.8884 0.2341
N -2.7021 0.3361 -0.4795
N -0.4858 1.2775 0.3045
C -2.2470 -0.9096 -0.1481
C -0.8347 -1.0018 -0.0070
C 0.0069 0.1109 0.1347
H 1.0601 -0.0661 0.0802
H 0.1777 2.0498 0.2806
H -0.6251 -1.9501 0.2725
*
```

For the HOMO energy (spin up / spin down), the calculation gives -8.798 / -8.797 eV. As for the HOMO-LUMO gap (spin up / spin down): 5.7 / 5.7 eV.

Atom charges from the natural (NBO) analysis, given in e for atoms 1 to 8:
1. Cl 0.260
2. O -0.645
3. N -0.339
4. N -0.451
5. C 0.435
6. C -0.029
7. C -0.001
8. H 0.193

---

What should be chosen as the most stable of them? Choose P.

---

P | ORCA calculation (ωB97M-V/def2-TZVPD) on C20H29N3O2 in the gas phase.

The geometry in ORCA input format:
```
! RIJCOSX wB97M-V def2-TZVPD def2/J DEFGRID3
* xyz 0 1
O 0.1614 2.5876 3.8623
O -2.2280 0.0387 0.9387
N -0.4123 -0.2043 -0.3669
N 3.9287 2.8816 -0.9619
N 0.0692 2.1150 1.6421
C 0.2966 -3.6781 0.6315
C -1.9467 2.7243 2.6291
C -0.4680 2.4863 2.8333
C -0.9057 -3.2167 -2.6594
C -2.1167 2.7755 1.1146
C 3.1393 2.1038 -0.2433
C 3.9553 4.1727 -0.6826
C 3.1996 4.7453 0.3311
C 2.3724 3.9249 1.0771
C 0.6267 -2.4157 -0.1680
C -0.3659 -4.8284 -0.1307
C -0.3979 2.6656 -0.7386
C 1.4318 1.6434 1.5667
C -0.8961 2.0177 0.5530
C -1.9357 -4.1877 -2.0865
C -1.7985 -4.5467 -0.6026
C -0.6084 -1.6239 -0.6257
C -1.2648 0.5213 0.3803
C -0.9506 -1.7925 -2.1118
C 2.3281 2.5648 0.7871
H 0.5278 2.2288 -1.1045
H 3.2599 5.8038 0.5309
H -1.9438 -1.3710 -2.2825
H -0.3882 -5.6810 0.5522
H -0.3457 -3.3977 1.4696
H 1.2328 -4.0550 1.0526
H 3.1591 1.0519 -0.5065
H 1.2148 -1.7699 0.4903
H -2.4051 -5.4408 -0.4392
H -0.2362 -1.1953 -2.6894
H -2.4753 1.8705 3.0563
H 0.0946 -3.6287 -2.5306
H 1.2594 -2.6635 -1.0215
H 1.7787 1.6021 2.6074
H -1.1614 2.5673 -1.5074
H -0.2103 3.7240 -0.5678
H -3.0423 2.3034 0.7921
H -2.2777 3.6256 3.1412
H 4.6131 4.7700 -1.2996
H -1.4661 -1.8935 -0.0069
H -2.1030 3.8069 0.7617
H 0.2567 -5.1219 -0.9771
H -2.9369 -3.7836 -2.2519
H -1.8587 -5.1109 -2.6679
H 1.7666 4.3201 1.8797
H 0.3264 0.2495 -0.8792
H -1.0819 -3.1524 -3.7369
H -2.2355 -3.7644 0.0164
H 1.4642 0.6313 1.1495
*
```

For the HOMO energy, the calculation gives -9.166 eV. As for the HOMO-LUMO gap: 9.8 eV. The SMILES is C[C@]1(C(=O)NC2CCCCCCC2)CCC(=O)N1Cc1cccnc1.

Atom charges from the natural (NBO) analysis, given in e for atoms 1 to 8:
1. O -0.621
2. O -0.635
3. N -0.618
4. N -0.412
5. N -0.448
6. C -0.384
7. C -0.506
8. C 0.699

---

Q | ORCA calculation (ωB97M-V/def2-TZVPD) on C20H29N3O2 in the gas phase.

The geometry in ORCA input format:
```
! RIJCOSX wB97M-V def2-TZVPD def2/J DEFGRID3
* xyz 0 1
O -4.0182 0.9329 1.9312
O 1.6272 -3.6003 -0.0056
N 2.3816 -1.5822 0.7064
N -3.7409 -0.0688 -0.1272
N 3.1503 0.9322 -0.1800
C 4.5035 -1.1436 -0.4446
C 0.8825 2.6827 -0.5888
C -0.3569 -0.8489 1.1322
C 0.0613 -1.8193 0.2268
C 1.1127 1.4423 -1.4430
C -2.0755 -1.6614 -0.8762
C 4.4946 0.3696 -0.1976
C 3.7829 -1.9219 0.6586
C -5.7773 1.0041 0.2589
C -2.4814 -0.6631 0.0113
C 3.8569 3.3231 0.2397
C 2.6017 1.1182 -1.5137
C -4.5325 -0.2615 -1.3312
C 3.0119 2.1138 0.6676
C -4.4127 0.6445 0.8265
C -1.6074 -0.2744 1.0281
C -5.6115 0.8183 -1.2429
C 1.4200 -2.4358 0.2852
C -0.8233 -2.2316 -0.7620
C 1.5253 2.4756 0.7780
H 4.0359 -1.3759 -1.4021
H -5.2537 1.7428 -1.6979
H 4.2373 -1.6953 1.6298
H 0.5820 0.5960 -1.0026
H -6.5306 0.5197 -1.7426
H 4.9498 0.5569 0.7789
H -0.1873 2.8615 -0.4670
H -6.5066 0.3059 0.6757
H 4.9117 3.0599 0.2088
H 0.2939 -0.5541 1.9423
H 3.8535 -2.9971 0.4753
H 3.5647 3.6899 -0.7398
H -4.9808 -1.2629 -1.3353
H 0.7294 1.5950 -2.4536
H 5.5424 -1.4746 -0.4919
H 1.3126 3.5573 -1.0804
H 3.1316 1.9121 -2.0666
H 3.3564 1.8128 1.6672
H 2.7376 0.1876 -2.0688
H -1.9176 0.4709 1.7402
H -0.5130 -3.0080 -1.4449
H -6.0646 2.0106 0.5554
H 2.2170 -0.5794 0.6622
H 1.0028 1.6629 1.2852
H 3.7271 4.1279 0.9587
H -2.7360 -2.0109 -1.6535
H 5.1244 0.8551 -0.9616
H 1.4209 3.3750 1.3867
H -3.9065 -0.1499 -2.2191
*
```

For the HOMO energy, the calculation gives -8.460 eV. As for the HOMO-LUMO gap: 9.1 eV. The SMILES is C[C@H]1CCCCN1CCCNC(=O)c1ccc(N2CCCC2=O)cc1.

Atom charges from the natural (NBO) analysis, given in e for atoms 1 to 8:
1. O -0.598
2. O -0.635
3. N -0.644
4. N -0.455
5. N -0.482
6. C -0.410
7. C -0.403
8. C -0.179

---

What should be chosen as the most stable of them? Choose Q.

---

P | ORCA calculation (ωB97M-V/def2-TZVPD) on 2 unconnected molecules or ions with the total composition C3H10NS2.

The geometry in ORCA input format:
```
! RIJCOSX wB97M-V def2-TZVPD def2/J DEFGRID3
* xyz 1 1
S 1.6058 1.9288 -0.3750
S 1.9932 -0.0241 -0.7502
N -1.3224 1.3396 0.0733
C -2.7534 -0.4547 -0.3600
C -1.5556 0.2586 -0.5449
C 2.7737 -0.8512 0.7807
H -0.3960 1.6477 0.0781
H -3.6442 0.1255 -0.0527
H -2.8051 -1.3423 -0.9773
H -2.4899 -0.9451 0.5629
H 3.0768 -0.0092 -1.5196
H 3.2581 -0.1576 1.4098
H -1.9822 1.6533 0.7730
H -0.8089 -0.1604 -1.0685
H 1.8559 -1.1939 1.4097
H 3.1941 -1.8152 0.5608
*
```

For the HOMO energy, the calculation gives -12.437 eV. As for the HOMO-LUMO gap: 8.2 eV.

Atom charges from the natural (NBO) analysis, given in e for atoms 1 to 8:
1. S -0.476
2. S 0.398
3. N -0.600
4. C -0.721
5. C 0.325
6. C -0.713
7. H 0.423
8. H 0.277

---

Q | ORCA calculation (ωB97M-V/def2-TZVPD) on 2 unconnected molecules or ions with the total composition C3H10NS2.

The geometry in ORCA input format:
```
! RIJCOSX wB97M-V def2-TZVPD def2/J DEFGRID3
* xyz 1 1
S -3.4188 -0.9684 -0.5521
S -0.7041 1.9175 -0.5734
N 0.4467 -1.0388 -0.7696
C 0.3422 0.9812 0.6047
C 2.5053 -0.2022 0.3069
C 1.0473 -0.0922 -0.0464
H -1.2501 2.7601 0.4352
H -4.3649 -0.4852 -1.2115
H 3.1007 0.7025 0.1186
H -4.3512 -1.5848 0.1966
H -0.5146 -0.9504 -0.9787
H 2.9658 -1.0369 -0.1709
H 2.5579 -0.1476 1.5072
H 0.9725 -1.8129 -1.3009
H 0.9951 1.5665 1.1998
H -0.3297 0.3916 1.2344
*
```

For the HOMO energy, the calculation gives -12.891 eV. As for the HOMO-LUMO gap: 8.1 eV.

Atom charges from the natural (NBO) analysis, given in e for atoms 1 to 8:
1. S -0.317
2. S 0.008
3. N -0.651
4. C -0.624
5. C -0.699
6. C 0.514
7. H 0.188
8. H 0.146

---

What should be chosen as the most stable of them? Choose Q.

---

P | ORCA calculation (ωB97M-V/def2-TZVPD) on a molecular structure, C3H5BrN3.

The geometry in ORCA input format:
```
! RIJCOSX wB97M-V def2-TZVPD def2/J DEFGRID3
* xyz 1 1
Br 3.6564 -0.9170 0.7112
N -0.0884 0.7575 1.0168
N 0.5506 -0.2574 0.4028
N 1.9338 0.9959 1.8832
C 0.6905 1.3797 1.9338
C 2.2698 0.1304 1.0436
C 0.2033 -1.0368 -0.7710
H 1.2231 -1.5301 -0.9653
H 0.3133 2.3659 2.3788
H -0.1057 -0.3448 -1.5774
H -0.5486 -1.8446 -0.6718
H -1.0729 0.9853 0.9887
*
```

For the HOMO energy (spin up / spin down), the calculation gives -13.963 / -13.962 eV. As for the HOMO-LUMO gap (spin up / spin down): 8.8 / 8.8 eV.

Atom charges from the natural (NBO) analysis, given in e for atoms 1 to 8:
1. Br 0.379
2. N -0.257
3. N -0.204
4. N -0.441
5. C 0.222
6. C 0.296
7. C -0.441
8. H 0.248

---

Q | ORCA calculation (ωB97M-V/def2-TZVPD) on a gas-phase ion, C3H5BrN3 (charge +1).

The geometry in ORCA input format:
```
! RIJCOSX wB97M-V def2-TZVPD def2/J DEFGRID3
* xyz 1 1
Br -2.8634 -0.3466 -1.4092
N -0.8400 0.9886 0.5250
N 1.2705 0.4228 1.2684
N -0.6940 0.3000 -0.6647
C 0.2119 -0.8060 -0.6038
C 1.3066 -0.4736 0.3828
C 0.0882 1.1611 1.3706
H -0.1065 1.7900 2.1559
H -0.7502 1.0144 -1.3116
H 0.5048 -0.9518 -1.5859
H 2.2083 -1.2433 0.3688
H -0.3362 -1.8554 -0.4962
*
```

For the HOMO energy (spin up / spin down), the calculation gives -14.775 / -14.775 eV. As for the HOMO-LUMO gap (spin up / spin down): 6.6 / 6.6 eV. The SMILES is Br[N@@H+]1CC=NC=N1.

Atom charges from the natural (NBO) analysis, given in e for atoms 1 to 8:
1. Br 0.177
2. N -0.254
3. N -0.414
4. N -0.184
5. C -0.370
6. C 0.195
7. C 0.318
8. H 0.237

---

What should be chosen as the most stable of them? Choose P.

---

P | ORCA calculation (ωB97M-V/def2-TZVPD) on 2 unconnected molecules or ions with the total composition H3O2PS.

The geometry in ORCA input format:
```
! RIJCOSX wB97M-V def2-TZVPD def2/J DEFGRID3
* xyz 0 1
S 1.7667 1.2362 -1.6067
P -0.8052 -1.4276 3.1977
O -1.3256 -2.5350 3.9662
O -0.7241 -1.9100 1.6172
H -1.0210 -2.7104 1.3284
H 3.1360 1.2047 -1.9062
H 1.8197 0.0635 -0.8076
*
```

For the HOMO energy, the calculation gives -9.795 eV. As for the HOMO-LUMO gap: 9.6 eV. The SMILES is O=PO.S.

For each atom in turn, the natural (NBO) charge in e is:
1. S -0.317
2. P 1.540
3. O -1.024
4. O -1.017
5. H 0.501
6. H 0.156
7. H 0.161

---

Q | ORCA calculation (ωB97M-V/def2-TZVPD) on 2 unconnected molecules or ions with the total composition H3O2PS.

The geometry in ORCA input format:
```
! RIJCOSX wB97M-V def2-TZVPD def2/J DEFGRID3
* xyz 0 1
S 1.4818 -0.3687 -0.2914
P -2.6343 0.1501 -0.6229
O 0.4220 0.3832 0.3201
O -2.8601 0.5550 0.7546
H -1.3832 -0.7032 -0.5526
H 2.6224 0.6684 -0.3501
H 2.3514 -0.6848 0.7423
*
```

For the HOMO energy, the calculation gives -9.158 eV. As for the HOMO-LUMO gap: 8.6 eV.

For each atom in turn, the natural (NBO) charge in e is:
1. S 0.944
2. P 1.132
3. O -0.979
4. O -0.957
5. H -0.183
6. H 0.018
7. H 0.025

---

What should be chosen as the most stable of them? Choose P.

---

P | ORCA calculation (ωB97M-V/def2-TZVPD) on C2H2Cl3OP in the gas phase.

The geometry in ORCA input format:
```
! RIJCOSX wB97M-V def2-TZVPD def2/J DEFGRID3
* xyz 0 1
Cl -1.6164 0.5186 1.3571
Cl 1.8532 1.5825 -0.2126
Cl -1.6822 0.1844 -1.4346
P 0.7445 -1.2891 0.1790
O -0.3621 -2.2212 0.2606
C 0.6050 0.3704 -0.2774
C -0.7663 0.8946 -0.1475
H -0.5756 2.0060 -0.3746
H 1.7999 -2.0462 0.6500
*
```

For the HOMO energy, the calculation gives -9.049 eV. As for the HOMO-LUMO gap: 8.4 eV.

Atom charges from the natural (NBO) analysis, given in e for atoms 1 to 8:
1. Cl 0.010
2. Cl 0.044
3. Cl 0.021
4. P 1.615
5. O -0.990
6. C -0.638
7. C -0.319
8. H 0.264

---

Q | ORCA calculation (ωB97M-V/def2-TZVPD) on C2H2Cl3OP in the gas phase.

The geometry in ORCA input format:
```
! RIJCOSX wB97M-V def2-TZVPD def2/J DEFGRID3
* xyz 0 1
Cl -1.9269 -1.3049 0.6423
Cl 1.6259 -1.0058 -1.2850
Cl 1.7765 0.0477 1.4285
P -0.7870 1.2888 -0.3990
O 0.3877 2.0340 -0.8213
C 0.7878 -0.9239 0.3031
C -0.5586 -0.3686 0.1332
H 0.7362 -1.9443 0.6957
H -2.0417 2.1770 -0.6976
*
```

For the HOMO energy, the calculation gives -8.936 eV. As for the HOMO-LUMO gap: 8.2 eV.

Atom charges from the natural (NBO) analysis, given in e for atoms 1 to 8:
1. Cl 0.041
2. Cl -0.011
3. Cl -0.002
4. P 1.546
5. O -1.006
6. C -0.266
7. C -0.607
8. H 0.258

---

What should be chosen as the most stable of them? Choose Q.

---

P | ORCA calculation (ωB97M-V/def2-TZVPD) on 2 unconnected molecules or ions with the total composition C4H8N2.

The geometry in ORCA input format:
```
! RIJCOSX wB97M-V def2-TZVPD def2/J DEFGRID3
* xyz 2 1
N -1.4293 -1.7215 0.3544
N 1.8967 -0.8459 -0.1794
C -1.8306 0.6434 -0.0119
C 1.0767 -1.6869 -0.0333
C 1.9521 0.4243 -0.2690
C -2.0130 -0.6936 0.1488
H 1.2850 0.7694 0.5856
H 0.8924 -2.6476 -0.1738
H -2.3448 1.1352 0.8697
H -1.5869 -2.7163 0.4143
H 1.6605 0.8246 -1.3084
H -0.6961 0.5945 0.3159
H -1.9999 1.2225 -0.9093
H 3.0019 0.9082 -0.1629
*
```

For the HOMO energy, the calculation gives -21.394 eV. As for the HOMO-LUMO gap: 9.9 eV.

Atom charges from the natural (NBO) analysis, given in e for atoms 1 to 8:
1. N -0.510
2. N -0.101
3. C -0.780
4. C 0.447
5. C -0.513
6. C 0.771
7. H 0.264
8. H 0.260

---

Q | ORCA calculation (ωB97M-V/def2-TZVPD) on a gas-phase ion, C4H8N2 (charge +2).

The geometry in ORCA input format:
```
! RIJCOSX wB97M-V def2-TZVPD def2/J DEFGRID3
* xyz 2 1
N 0.6382 -0.4115 0.0661
N -1.7237 -0.9654 -0.0509
C -0.8167 -0.1258 -0.0135
C 1.4444 -1.3661 0.0471
C 0.8823 1.0686 -0.0792
C -0.6474 1.3029 0.1328
H 1.0220 -2.4115 0.0299
H -2.7456 -0.6699 -0.1814
H -1.2400 2.0427 -0.4438
H -1.5182 -1.9324 0.1473
H -0.9207 1.7813 1.0902
H 1.8530 1.4547 0.3803
H 2.5363 -1.0661 0.0197
H 1.2360 1.2987 -1.1447
*
```

For the HOMO energy, the calculation gives -21.430 eV. As for the HOMO-LUMO gap: 10.2 eV. The SMILES is C=[N+]1CCC1=[NH2+].

Atom charges from the natural (NBO) analysis, given in e for atoms 1 to 8:
1. N -0.309
2. N -0.573
3. C 0.635
4. C 0.205
5. C -0.241
6. C -0.548
7. H 0.265
8. H 0.508

---

What should be chosen as the most stable of them? Choose Q.

---

P | ORCA calculation (ωB97M-V/def2-TZVPD) on 3 unconnected molecules or ions with the total composition C4H16N2O2.

The geometry in ORCA input format:
```
! RIJCOSX wB97M-V def2-TZVPD def2/J DEFGRID3
* xyz 0 1
O 0.0655 3.1626 -1.4976
O -0.4307 0.9198 3.9675
N -0.4852 -1.0701 -0.8879
N 2.1451 -0.1907 -0.6477
C -1.1871 0.2277 -0.9350
C 1.5434 -0.7002 0.5706
C 0.0657 -1.2668 0.4490
C -1.3820 -2.1306 -1.3109
H -0.0512 -2.3131 0.7335
H 0.3869 3.7789 -2.1722
H -2.4491 -1.9274 -1.1245
H -0.9392 0.6226 3.2006
H -1.5280 0.4077 -1.9496
H 2.1279 -0.8341 -1.4162
H -0.6020 3.7020 -1.0558
H -1.3054 -2.2390 -2.3990
H 0.0202 1.6991 3.6397
H -1.1936 -3.1240 -0.9073
H 1.5691 0.0730 1.3368
H 2.1896 -1.4809 0.9811
H -0.4905 0.9941 -0.6159
H -0.4438 -0.7466 1.2837
H -2.0010 0.2174 -0.1946
H 1.7816 0.7267 -0.8571
*
```

For the HOMO energy, the calculation gives -8.493 eV. As for the HOMO-LUMO gap: 8.9 eV. The SMILES is CN(C)CCN.O.O.

Atom charges from the natural (NBO) analysis, given in e for atoms 1 to 8:
1. O -0.938
2. O -0.931
3. N -0.445
4. N -0.839
5. C -0.410
6. C -0.225
7. C -0.242
8. C -0.415

---

Q | ORCA calculation (ωB97M-V/def2-TZVPD) on 3 unconnected molecules or ions with the total composition C4H16N2O2.

The geometry in ORCA input format:
```
! RIJCOSX wB97M-V def2-TZVPD def2/J DEFGRID3
* xyz 0 1
O 0.5642 -0.3499 -2.9009
O -0.5163 2.9990 -1.1647
N 1.8000 -0.5248 1.0552
N -0.5990 0.7813 0.8308
C -1.8950 1.5191 1.1096
C 0.7913 -2.6969 0.2297
C 0.6602 -1.4313 1.1405
C -0.6934 -0.6690 0.5211
H 1.7461 0.3753 1.5431
H 1.6817 -3.3194 0.4785
H -2.1476 1.4470 2.1658
H -1.7693 2.4708 0.6659
H 0.6244 -2.3852 -0.8386
H 2.0296 -0.4132 0.0917
H -0.1608 -3.2539 0.4316
H -0.3453 2.1518 -0.7661
H -2.6788 1.0387 0.4158
H 0.0269 0.8618 1.6353
H -0.9722 -0.7602 -0.5046
H -1.5537 -1.1606 1.0185
H 0.5609 -1.6637 2.2160
H 1.0197 -1.1093 -3.3368
H 1.0387 -0.3245 -2.0382
H -1.0694 2.7249 -1.8600
*
```

For the HOMO energy, the calculation gives -9.069 eV. As for the HOMO-LUMO gap: 9.7 eV. The SMILES is CNC[C@@H](C)N.O.O.

Atom charges from the natural (NBO) analysis, given in e for atoms 1 to 8:
1. O -0.930
2. O -0.946
3. N -0.841
4. N -0.672
5. C -0.431
6. C -0.633
7. C -0.034
8. C -0.254

---

What should be chosen as the most stable of them? Choose P.